# 1
{"formula": "C23H23BrN4O5Se3TeTi", "method": "ωB97M-V with the def2-TZVPD basis set", "energy_ev": -336918.70432, "e_homo_ev": [0.41, 0.41], "mol_weight_g_mol": 927.71, "multiplicity": 1, "gap_ev": [3.415, 3.423], "total_charge": -2, "de_lowest_kj_mol": 0.00, "elements": ["Ti", "O", "C", "O", "C", "C", "C", "C", "C", "N", "C", "O", "O", "H", "H", "H", "C", "C", "C", "C", "C", "Br", "N", "C", "H", "H", "H", "H", "H", "H", "Se", "Se", "Te", "Se", "C", "C", "N", "C", "C", "C", "O", "C", "C", "C", "C", "N", "C", "H", "H", "H", "H", "H", "H", "H", "H", "H", "H", "H", "H", "H", "H"], "xyz": [[-0.24684, -0.97360, 0.43969], [-0.41084, 2.20125, -2.16666], [-0.60701, 1.37932, -1.26630], [0.04579, 0.25259, -1.13670], [-1.59394, 1.54015, -0.18805], [-2.54436, 2.53541, -0.05895], [-3.41411, 2.53242, 1.02591], [-3.27095, 1.51061, 1.98172], [-2.31036, 0.54946, 1.81614], [-1.47896, 0.53561, 0.73212], [-1.96906, -0.56193, 2.74970], [-2.52017, -0.72268, 3.82916], [-0.98172, -1.27608, 2.27795], [-2.58136, 3.30305, -0.82306], [-4.17381, 3.29528, 1.13704], [-3.90061, 1.45442, 2.86072], [-3.37092, 2.49693, -4.52506], [-2.42014, 1.33962, -4.45598], [-1.28176, 1.27564, -5.25193], [-0.37173, 0.25130, -5.07319], [-0.64721, -0.67909, -4.08074], [0.62367, -2.04449, -3.72032], [-1.72673, -0.66585, -3.34371], [-2.59468, 0.32381, -3.52987], [-3.58492, 2.78387, -5.55705], [-2.94188, 3.36187, -4.01402], [-4.31369, 2.25687, -4.03286], [-1.09180, 2.04795, -5.98949], [0.53819, 0.18365, -5.65095], [-3.45718, 0.31734, -2.86964], [-2.11006, -2.50377, -0.78603], [-2.43748, -4.19694, 0.80966], [-0.07696, -4.63805, 1.78720], [1.31776, -3.21982, 0.30031], [3.95454, 0.50962, 7.36928], [4.89639, -0.22767, 6.42436], [4.67029, 0.07907, 5.01641], [5.21362, 1.34791, 4.55675], [6.71271, 1.29762, 4.28602], [3.57144, -0.54433, 4.44795], [2.86445, -1.27520, 5.11509], [3.30383, -0.33005, 2.99176], [4.31096, -0.24157, 2.03440], [3.95836, -0.05027, 0.70654], [2.61909, 0.07835, 0.40671], [1.63503, -0.08115, 1.29899], [1.97457, -0.30137, 2.57366], [4.20333, 0.27571, 8.40632], [2.92658, 0.20596, 7.18140], [4.02881, 1.59210, 7.24815], [4.77518, -1.30185, 6.55186], [5.93672, 0.01831, 6.65222], [5.01294, 2.11228, 5.31736], [4.67726, 1.66183, 3.66526], [7.27507, 1.07765, 5.19458], [7.05859, 2.26003, 3.90487], [6.95511, 0.53010, 3.55161], [5.34910, -0.35718, 2.31434], [4.69748, 0.00162, -0.07994], [2.28130, 0.26616, -0.60738], [1.16450, -0.48396, 3.26961]], "forces_ev_per_a": [[-0.6827, 0.4220, 0.4736], [-0.0955, -0.0637, 0.1068], [0.1488, 0.1463, -0.2455], [0.2418, -0.1814, 0.0990], [-0.1575, 0.0863, -0.0072], [0.0906, -0.0112, -0.0415], [-0.0130, 0.0123, 0.0023], [0.0438, -0.0601, 0.0320], [-0.0053, 0.1499, 0.0056], [0.0843, -0.2213, -0.1557], [-0.0530, 0.0047, 0.2154], [0.0219, 0.0227, -0.0856], [0.2236, 0.0366, -0.1345], [0.0063, -0.0036, -0.0097], [-0.0029, 0.0057, -0.0061], [0.0107, -0.0149, 0.0141], [-0.0436, 0.0239, 0.0039], [0.0610, 0.0146, -0.0581], [-0.0118, -0.0604, 0.0464], [-0.0189, 0.0819, -0.0100], [0.0002, 0.0378, 0.0216], [-0.0156, -0.0421, -0.0163], [-0.0059, -0.0744, -0.0830], [-0.0060, 0.0088, 0.0677], [0.0029, 0.0021, -0.0035], [0.0142, -0.0037, 0.0108], [-0.0062, 0.0014, 0.0002], [0.0079, 0.0071, -0.0107], [0.0062, 0.0060, -0.0087], [-0.0208, -0.0153, -0.0172], [0.0725, -0.0758, 0.1451], [-0.0159, 0.0945, -0.1074], [0.0179, -0.0336, -0.0890], [0.1651, 0.0246, -0.0265], [0.0012, -0.0022, 0.0297], [0.0493, 0.0007, -0.0065], [-0.0835, -0.0104, 0.0468], [0.0033, 0.0210, -0.0115], [-0.0049, 0.0134, -0.0020], [-0.0359, -0.0308, -0.0467], [0.0656, -0.0557, 0.0131], [-0.0573, 0.0979, -0.0527], [-0.0039, -0.0716, 0.0377], [-0.1022, 0.1630, 0.3553], [-0.0115, 0.1360, -0.5566], [-0.1591, -0.6224, -0.0072], [0.2122, 0.1083, 0.0893], [-0.0059, -0.0076, 0.0119], [0.0041, -0.0008, -0.0110], [0.0030, 0.0081, -0.0077], [-0.0115, 0.0066, 0.0077], [-0.0090, 0.0106, -0.0006], [0.0046, -0.0035, -0.0162], [0.0087, -0.0402, -0.0414], [0.0028, -0.0079, 0.0115], [0.0065, 0.0116, 0.0025], [-0.0229, 0.0015, -0.0233], [0.0302, 0.0084, 0.0602], [0.0061, 0.0215, -0.0063], [0.0352, -0.0604, 0.0050], [0.0097, -0.0230, -0.0092]], "lowdin_charge": [0.45, 0.01, -0.58, -0.20, -0.20, -0.04, -0.11, -0.03, -0.19, -0.02, -0.57, 0.03, -0.23, 0.10, 0.07, 0.11, -0.06, -0.27, -0.05, -0.11, -0.75, 0.72, 0.03, -0.10, 0.07, 0.08, 0.07, 0.11, 0.09, 0.12, -0.07, -0.29, 0.13, -0.24, -0.08, -0.22, -0.07, -0.22, -0.08, -0.39, 0.09, -0.11, -0.03, -0.05, -0.15, -0.02, -0.04, 0.07, 0.07, 0.06, 0.12, 0.10, 0.11, 0.11, 0.06, 0.07, 0.06, 0.10, 0.10, 0.11, 0.13]}

# 2
{"formula": "C23H23ClF3N3OS2Zr", "method": "ωB97M-V with the def2-TZVPD basis set", "energy_ev": -74374.04732, "e_homo_ev": -7.68, "mol_weight_g_mol": 605.26, "multiplicity": 1, "gap_ev": 7.831, "de_lowest_kj_mol": 81.17, "elements": ["Zr", "C", "C", "C", "C", "C", "H", "H", "H", "H", "H", "F", "C", "F", "F", "C", "C", "C", "C", "N", "C", "S", "H", "H", "H", "C", "C", "N", "C", "C", "C", "S", "N", "C", "O", "C", "C", "C", "C", "C", "C", "H", "H", "H", "H", "H", "H", "H", "H", "H", "H", "H", "H", "H", "H", "H", "Cl"], "xyz": [[1.06484, 1.19267, -0.30804], [3.22686, 1.87362, -1.39671], [2.23793, 1.81298, -2.40619], [1.30868, 2.85051, -2.16645], [1.74054, 3.56375, -1.02657], [2.91606, 2.95703, -0.54513], [4.12750, 1.27518, -1.34047], [2.24226, 1.16831, -3.27726], [0.47515, 3.11731, -2.80798], [1.29225, 4.47598, -0.64806], [3.54796, 3.33524, 0.25215], [-1.86189, 5.34747, 1.83685], [-1.90848, 4.33605, 2.72005], [-2.96769, 3.58057, 2.39828], [-2.19996, 4.89606, 3.90752], [-0.62556, 3.55784, 2.75887], [0.12705, 3.47308, 3.90817], [1.30833, 2.72874, 3.90100], [1.70007, 2.12458, 2.72278], [0.98977, 2.21190, 1.59827], [-0.19454, 2.88845, 1.58773], [-1.06844, 2.81316, 0.13195], [-0.21017, 3.97235, 4.80375], [1.89554, 2.61691, 4.79663], [2.61143, 1.53144, 2.65086], [-4.30345, -0.17826, 0.10621], [-3.61842, -1.11991, 1.09490], [-2.56580, -1.85597, 0.42440], [-2.91985, -3.06760, -0.29524], [-2.38095, -4.28870, 0.44120], [-1.32546, -1.37173, 0.33144], [-0.78845, -0.10484, 1.32343], [-0.46401, -2.01419, -0.47868], [0.38082, -1.40909, -1.25439], [0.33663, -0.14151, -1.52003], [1.37332, -2.27419, -1.92473], [1.08803, -3.61620, -2.17411], [2.05411, -4.44203, -2.71996], [3.31639, -3.94193, -2.99928], [3.59482, -2.60271, -2.77659], [2.62994, -1.76645, -2.24788], [-5.12034, 0.34166, 0.59770], [-4.69246, -0.73869, -0.74287], [-3.59159, 0.55954, -0.25889], [-4.33109, -1.83994, 1.50246], [-3.18358, -0.54648, 1.91647], [-2.48528, -3.02929, -1.29704], [-4.00762, -3.10628, -0.37708], [-1.30436, -4.18843, 0.54867], [-2.59332, -5.18965, -0.12505], [-2.82594, -4.37762, 1.42937], [0.10703, -3.99985, -1.93701], [1.82415, -5.48037, -2.91630], [4.08222, -4.59375, -3.39109], [4.57223, -2.20354, -3.00215], [2.85991, -0.72998, -2.04024], [2.50689, -0.38320, 0.71032]], "forces_ev_per_a": [[-0.0470, 2.1110, 0.0398], [0.2514, 0.0547, -0.3642], [0.3341, 0.4477, -0.4232], [0.2677, 0.0665, -0.4147], [0.2112, 0.3002, -0.0759], [0.1975, 0.3008, -0.2618], [-0.2815, -0.0916, 0.1081], [-0.1280, -0.0963, 0.3283], [0.0341, -0.1808, 0.2795], [-0.0625, -0.3716, 0.0873], [-0.2972, -0.2596, 0.0401], [0.0997, 0.0174, -0.1049], [-0.2845, 0.1958, 0.0022], [-0.0120, -0.1452, -0.0156], [0.1799, -0.0151, 0.2805], [0.1346, -0.1063, -0.0891], [-0.0368, -0.1023, -0.2914], [0.0491, -0.0722, -0.2711], [0.3447, 0.0165, 0.5911], [-0.8995, 0.9390, 1.6698], [0.1521, 0.1958, 0.3696], [0.0331, 0.0418, -0.4735], [-0.0040, 0.0168, 0.0773], [0.1174, -0.0002, 0.0354], [-0.2228, 0.1337, 0.0817], [0.0882, -0.1605, 0.2087], [-0.2177, 0.3355, 0.1122], [0.4226, 0.1059, -0.1739], [0.1427, -0.3826, -0.1328], [-0.0804, 0.1213, -0.1082], [0.0319, 0.4781, 0.5020], [-0.0240, -0.0491, 0.0384], [0.3404, -0.2767, -0.6638], [-1.3482, -1.4648, 0.3237], [-0.3566, -1.2753, -1.4827], [0.4153, 0.0856, -0.2006], [-0.0140, 0.1847, 0.0467], [-0.0107, -0.0428, 0.0366], [-0.0102, 0.0333, -0.0534], [0.0993, 0.0305, -0.0144], [-0.2151, -0.0228, -0.0687], [-0.1461, 0.0873, -0.0148], [-0.0976, 0.0133, -0.0593], [0.0675, 0.0608, 0.0116], [0.0627, -0.0001, 0.0353], [-0.1337, -0.1963, -0.0849], [-0.2143, 0.0090, 0.0417], [0.0835, 0.0531, -0.0645], [0.0707, -0.0667, 0.0299], [-0.0522, -0.1992, -0.0441], [-0.0606, -0.0222, 0.0878], [-0.0554, -0.0044, 0.0532], [0.0051, -0.0280, 0.0074], [0.0632, -0.0596, -0.0826], [0.1163, -0.0132, -0.0196], [-0.0132, -0.1390, -0.0748], [0.9100, -0.5918, 0.6025]], "lowdin_charge": [1.18, -0.23, -0.21, -0.22, -0.22, -0.18, 0.11, 0.12, 0.12, 0.11, 0.12, 0.13, -0.62, 0.13, 0.13, -0.11, 0.02, -0.04, -0.14, -0.22, -0.74, 0.68, 0.12, 0.10, 0.09, -0.06, -0.24, -0.13, -0.21, -0.07, -0.69, 0.72, 0.12, -0.47, -0.25, -0.15, -0.02, -0.08, -0.08, -0.07, -0.05, 0.08, 0.07, 0.06, 0.12, 0.07, 0.11, 0.12, 0.07, 0.07, 0.08, 0.11, 0.10, 0.10, 0.10, 0.06, 0.16]}